{
  "formula": "C8H22AgF3N3O6S2",
  "method": "wB97M-V/def2-TZVPD",
  "symbols": ["S", "H", "H", "C", "O", "H", "F", "H", "C", "Ag", "C", "C", "F", "H", "H", "O", "C", "H", "H", "H", "H", "H", "F", "N", "H", "O", "C", "H", "O", "O", "N", "N", "H", "S", "H", "H", "H", "H", "H", "C", "H", "C", "H", "H", "O"],
  "xyz": [[1.45, -10.40, 6.65], [5.90, -11.62, 1.23], [1.55, -16.27, 8.79], [0.64, -12.90, 0.92], [3.39, -15.56, 9.44], [2.64, -11.58, 3.25], [0.82, -15.32, 3.02], [2.09, -10.58, 0.76], [5.00, -12.00, 0.74], [1.83, -14.19, 4.31], [3.54, -14.48, 8.51], [2.08, -15.94, 9.71], [0.65, -9.89, 5.42], [5.64, -15.08, 7.06], [0.04, -12.00, 0.76], [3.98, -11.11, 1.22], [2.71, -11.50, 0.73], [3.62, -12.97, 6.31], [2.82, -13.75, 8.81], [4.87, -15.37, 5.48], [4.75, -12.98, 1.04], [2.13, -13.47, 6.56], [-0.22, -13.60, 7.87], [1.83, -12.05, 2.92], [2.64, -11.81, -0.34], [1.00, -12.12, 9.38], [1.94, -12.52, 1.58], [2.72, -15.73, 7.10], [1.54, -9.29, 7.58], [-1.41, -11.75, 8.75], [0.36, -11.52, 7.01], [3.04, -13.79, 6.30], [4.81, -16.55, 6.79], [-0.09, -12.11, 8.41], [2.60, -13.45, 1.58], [1.50, -15.11, 10.18], [2.17, -16.76, 10.40], [4.46, -14.02, 8.79], [0.16, -13.57, 1.61], [4.77, -15.47, 6.58], [0.99, -11.49, 3.03], [3.46, -14.95, 7.13], [0.82, -13.42, 0.00], [5.08, -11.96, -0.38], [2.68, -10.91, 6.09]],
  "total_energy_ha": -2176.7081,
  "multiplicity": 1,
  "total_charge": -1
}